79
Properties=species:S:1:pos:R:3:forces:R:3:mulliken_charge:R:1 method="wB97M-V/def2-TZVPD" multiplicity=1 molar_mass_da=579.9 total_charge=+2 fmax_ha_per_bohr=0.07127 total_energy_ha=-2260.0075 e_lumo_ev=-7.19
Zr -1.0738 0.4400 0.6153 -0.38 0.73 3.57 -0.786
C -2.3541 2.2213 -0.4594 -0.78 -0.69 0.24 0.944
C -2.9183 0.9632 -0.8925 -0.23 0.66 0.85 1.407
C -3.3319 1.1939 1.3836 0.20 0.52 -0.79 0.988
C -2.6097 2.3553 0.9509 -0.84 -0.69 -0.72 0.136
C -3.4893 0.3151 0.2587 0.21 1.00 -0.14 -0.099
C -1.8531 3.3160 -1.3392 0.32 0.27 -0.16 -1.790
H -1.3952 2.9220 -2.2514 -0.12 0.19 0.11 0.364
H -1.1044 3.9173 -0.8085 -0.14 -0.05 -0.26 0.478
H -2.6723 3.9901 -1.6371 0.22 -0.25 0.11 0.312
C -2.3618 3.5773 1.7653 0.46 0.16 0.23 -1.584
H -1.8832 4.3563 1.1580 -0.15 -0.17 0.28 0.437
H -1.7099 3.3483 2.6201 -0.16 0.21 -0.12 0.159
H -3.3030 3.9841 2.1654 0.23 -0.19 -0.15 0.333
C -3.9924 1.0344 2.7070 0.02 -0.22 0.41 -1.249
H -4.7981 1.7741 2.8416 0.25 -0.20 -0.18 0.331
H -3.2735 1.1658 3.5201 -0.29 -0.09 -0.15 0.086
H -4.4308 0.0349 2.7963 0.07 0.25 0.11 0.407
C -4.3152 -0.9246 0.2562 -0.04 -0.44 0.07 -1.883
H -5.3855 -0.6925 0.1355 0.35 -0.02 0.01 0.309
H -4.1970 -1.4647 1.2042 -0.11 0.01 -0.27 0.492
H -4.0174 -1.5873 -0.5632 -0.17 0.04 0.15 0.321
C -3.1727 0.5426 -2.2990 0.16 -0.26 -0.37 -1.612
H -4.1866 0.8370 -2.6157 0.31 -0.07 0.17 0.335
H -3.1020 -0.5461 -2.4022 -0.08 0.18 -0.13 0.377
H -2.4679 1.0040 -2.9957 -0.19 -0.07 -0.01 0.436
C 3.7344 -1.1220 -1.7612 0.48 0.59 -0.93 -0.193
C 3.1626 -0.6368 -2.8771 1.52 0.12 0.36 -0.462
C 2.9539 -1.4353 -4.1298 -0.01 -0.27 -0.50 -0.984
C 2.5651 -2.9264 -3.9285 0.33 0.43 -0.66 -1.015
C 1.6274 -3.1543 -2.7884 0.15 -1.08 0.54 -0.289
C 2.0047 -3.5525 -1.5548 -0.08 -0.62 -1.37 -0.457
C 3.4207 -3.5573 -1.0593 0.41 -0.26 0.02 -1.174
C 4.3576 -2.4766 -1.6561 0.22 -0.53 0.34 -1.178
H 3.8852 -1.3992 -4.7225 -0.33 0.09 0.06 0.349
H 3.4646 -3.5589 -3.8581 -0.51 0.25 0.08 0.367
H 2.1772 -0.9651 -4.7566 0.28 0.00 0.22 0.374
H 4.7686 -2.8033 -2.6233 -0.21 0.23 0.42 0.331
H 3.9353 -0.4790 -0.8996 -0.09 -0.13 -0.38 0.335
H 3.0733 0.4484 -3.0057 -0.25 -0.35 0.31 0.976
H 5.2236 -2.3794 -0.9771 -0.31 -0.13 -0.30 0.466
H 3.4330 -3.4531 0.0394 -0.12 -0.11 -0.28 0.285
H 1.3068 -4.0994 -0.9155 -0.10 0.64 -0.07 1.329
H 3.8554 -4.5482 -1.2733 -0.04 0.21 0.22 0.464
H 2.0442 -3.2508 -4.8479 0.27 0.09 0.38 0.460
H 0.5774 -3.1198 -3.0896 0.24 -0.24 0.25 0.253
P 1.0818 0.8682 -0.6820 -0.68 -0.26 -0.51 1.341
C 2.5922 1.7705 -0.3754 0.70 0.21 0.52 -1.209
C 0.5825 1.0034 -2.4305 -0.02 -0.04 -0.36 -0.267
P -0.4252 -1.9648 0.1350 0.09 -0.36 -0.36 1.565
C 1.1605 -1.0143 -0.4255 -0.59 0.39 0.32 1.007
C -1.2308 -2.8325 -1.2436 0.01 -0.07 -0.36 -1.522
C 0.0794 -3.2042 1.3418 0.13 -0.07 0.57 -1.284
H 2.6668 1.9643 0.7067 0.02 -0.08 -0.36 0.381
H 2.5325 2.7427 -0.8851 -0.13 -0.28 0.09 0.453
H 3.4906 1.2465 -0.7098 -0.22 0.25 -0.01 0.406
H 1.0478 0.2379 -3.0594 -0.12 0.26 0.20 -0.133
H 0.8852 1.9978 -2.7844 -0.14 -0.21 -0.02 0.597
H -0.5059 0.9115 -2.5453 0.28 0.07 0.20 -0.683
H 1.0013 -3.7130 1.0389 -0.28 0.10 0.09 0.342
H -0.7344 -3.9350 1.4558 0.21 0.19 -0.11 0.488
H 0.2300 -2.7120 2.3127 0.01 -0.12 -0.26 0.350
H 2.0014 -1.2808 0.2376 -0.50 0.09 -0.12 0.645
H 1.3933 -1.3726 -1.4280 -0.07 -0.09 0.29 -1.520
H -2.1435 -3.3132 -0.8524 0.34 0.25 0.02 0.485
H -0.5842 -3.6038 -1.6720 -0.32 0.14 0.12 0.525
H -1.5362 -2.1191 -2.0289 0.19 -0.30 0.29 0.284
S -0.6576 0.0189 3.1595 -0.29 -0.63 -2.20 -0.409
C -0.0883 1.3680 4.1019 0.71 1.55 0.88 0.871
C -0.9970 2.1971 4.7887 0.23 -0.37 -0.33 -0.523
C -0.5455 3.2636 5.5571 0.31 0.06 0.13 -0.590
C 0.8254 3.4933 5.7099 0.16 -0.25 -0.37 -0.480
C 1.7450 2.6730 5.0333 -0.32 0.11 0.17 -0.619
C 1.2963 1.6234 4.2331 -0.60 -0.02 -0.28 -0.466
H -2.0621 1.9966 4.6968 0.27 0.13 0.18 0.408
H -1.2670 3.9193 6.0440 0.19 -0.22 -0.05 0.412
H 1.1885 4.3119 6.3355 -0.17 -0.28 -0.23 0.391
H 2.8159 2.8560 5.1322 -0.32 -0.06 -0.01 0.394
H 1.9891 0.9926 3.6727 -0.07 0.16 0.30 0.477